Entry 1:
ORCA calculation (wB97M-V/def2-TZVPD) on a 2-piece molecular cluster, C4H8N2O overall.

The total energy is -9301.8317 eV. The value obtained for the energy above the lowest of the compared OMol25 structures with the same formula, charge and spin is 440.1 kJ/mol. As for the gap between HOMO and LUMO: 9.4 eV. For the max |F|, the calculation gives 1.47 eV/A.

Geometry (Å):
C  0.144  -3.800  -1.063
N  0.569  -2.604  -0.420
N  0.443  -0.223  -0.615
C  0.353  -1.426  -0.532
H  -0.184  0.443  -0.196
H  0.808  -4.032  -1.900
H  -0.882  -3.737  -1.438
H  0.208  -4.606  -0.332
C  0.498  3.258  0.863
C  -0.919  3.015  1.246
O  -1.335  1.836  0.800
H  -2.234  1.798  1.213
H  0.518  4.178  0.278
H  1.048  3.459  1.783
H  0.966  2.441  0.310

Entry 2:
ORCA calculation (wB97M-V/def2-TZVPD) on C4H8N2O as an isolated structure.

The total energy is -9301.0786 eV. The value obtained for the energy above the lowest of the compared OMol25 structures with the same formula, charge and spin is 512.8 kJ/mol. As for the gap between HOMO and LUMO: 9.9 eV. For the max |F|, the calculation gives 0.56 eV/A.

Geometry (Å):
N  0.809  2.010  0.304
C  0.541  0.703  -0.075
C  -0.905  0.256  -0.201
C  -1.091  -1.245  -0.409
O  -0.674  -1.996  0.714
C  1.561  0.056  -0.988
N  1.749  -0.524  0.139
H  0.606  2.278  1.258
H  1.683  2.383  -0.042
H  0.960  -0.107  0.946
H  -1.309  0.796  -1.066
H  -1.474  0.574  0.682
H  -0.572  -1.563  -1.323
H  -2.157  -1.448  -0.551
H  0.272  -2.173  0.611

Entry 3:
ORCA calculation (wB97M-V/def2-TZVPD) on C4H8N2O as an isolated structure.

The total energy is -9298.1910 eV. The value obtained for the energy above the lowest of the compared OMol25 structures with the same formula, charge and spin is 791.4 kJ/mol. As for the gap between HOMO and LUMO: 9.6 eV. For the max |F|, the calculation gives 6.83 eV/A.

Geometry (Å):
C  -0.173  0.715  1.534
C  -0.149  0.445  -0.879
C  -0.047  -1.047  -1.385
C  -0.232  -1.333  0.087
H  1.201  1.115  -0.088
H  -1.053  0.372  2.162
H  -1.038  0.884  -0.864
H  0.734  1.233  -1.008
H  0.835  -1.387  -1.776
H  -1.095  -1.194  -1.851
H  0.464  -2.166  0.684
H  -1.276  -1.534  0.378
N  0.244  1.871  1.715
N  0.278  -0.042  0.404
O  1.307  2.068  0.886

Question: Which of these has the lowest max |F|?
Answer: number 2